Entry one
# C3H3I

One molecule with the formula C3H3I (the ωB97M-V functional and the def2-TZVPD basis, OMol25).

Properties
HOMO-LUMO gap: 7.741 eV
HOMO level: -8.91 eV
structure (SMILES): C=C=CI
spin multiplicity: 1

Each line ends with the Löwdin charge.
CARTESIAN COORDINATES (ANGSTROEM)
I 2.864 0.200 -0.076  0.61
C -0.430 0.169 0.312  -0.15
C -1.369 -0.636 -0.258  -0.02
C 0.756 0.893 0.216  -0.53
H 1.078 1.980 0.286  0.00
H -0.903 -1.376 -0.837  0.05
H -1.996 -1.228 0.357  0.03



Entry two
# C3H3I

A 2-piece molecular cluster, C3H3I overall (the ωB97M-V functional and the def2-TZVPD basis, OMol25).

Properties
HOMO-LUMO gap (spin up / spin down): 7.073 / 9.053 eV
HOMO level (spin up / spin down): -7.26 / -9.03 eV
spin multiplicity: 1

Each line ends with the Löwdin charge.
CARTESIAN COORDINATES (ANGSTROEM)
I 2.413 0.222 -0.117  0.79
C -0.624 -0.316 0.706  -0.05
C 0.416 0.198 -0.160  -0.93
C -0.491 -0.849 -0.499  -0.08
H -1.029 -0.194 1.688  0.10
H 0.201 2.485 -0.406  0.07
H -0.886 -1.546 -1.212  0.10



entry one wins, 257.5 kJ/mol ahead of the next structure.



Entry one
# C5H11N2

C5H11N2 as an isolated structure (the ωB97M-V functional and the def2-TZVPD basis, OMol25).

Properties
HOMO-LUMO gap: 10.093 eV
HOMO level: -13.64 eV
spin multiplicity: 1
total charge: +1

Each line ends with the Löwdin charge.
CARTESIAN COORDINATES (ANGSTROEM)
N 1.352 0.983 0.681  0.04
N 1.357 -1.378 0.530  0.19
C 1.236 -0.095 -0.201  -0.20
C -1.526 -0.915 -0.286  -0.08
C 0.386 1.815 0.696  -0.09
C -0.722 1.611 -0.258  -0.14
C -0.654 0.223 -0.831  -0.12
H -0.489 0.151 -1.805  0.06
H 1.733 -1.349 1.504  0.19
H 1.939 -2.024 -0.079  0.20
H -2.546 -0.993 -0.648  0.09
H 0.514 2.560 1.506  0.14
H -1.604 1.863 0.270  0.12
H -1.513 -0.907 0.804  0.08
H -1.194 -1.992 -0.563  0.11
H -0.707 2.299 -1.094  0.14
H 2.054 -0.069 -0.878  0.13
H 0.384 -1.783 0.652  0.14



Entry two
# C5H11N2

An isolated ion of composition C5H11N2 and charge +1 (the ωB97M-V functional and the def2-TZVPD basis, OMol25).

Properties
HOMO-LUMO gap: 7.518 eV
HOMO level: -12.28 eV
spin multiplicity: 1
total charge: +1

Each line ends with the Löwdin charge.
CARTESIAN COORDINATES (ANGSTROEM)
N -0.149 1.470 -1.786  0.11
N 2.013 -0.884 0.619  0.29
C -1.319 -0.770 -0.432  0.01
C -0.543 0.290 1.621  -0.05
C 1.104 -0.461 -0.097  -0.09
C -0.169 0.094 0.157  -0.58
C -0.020 1.451 -0.513  -0.04
H 1.298 -0.656 -1.170  0.18
H -0.782 -0.758 1.982  0.11
H -2.263 -0.181 -0.318  0.13
H -1.136 -0.772 -1.474  0.05
H -1.289 -1.670 0.114  0.08
H 2.940 -1.168 0.218  0.20
H 0.176 2.309 -2.255  0.13
H -0.545 0.694 -2.320  0.11
H 2.014 -0.684 1.596  0.15
H 0.176 0.764 2.231  0.06
H -1.504 0.933 1.826  0.14



entry one wins, 92.4 kJ/mol ahead of the next structure.



Entry one
# C5H11N2

An isolated ion of composition C5H11N2 and charge +1 (the ωB97M-V functional and the def2-TZVPD basis, OMol25).

Properties
HOMO-LUMO gap: 9.414 eV
HOMO level: -13.68 eV
structure (SMILES): C[C@@H](N)C1=[N+](C)C1
spin multiplicity: 1
total charge: +1

Each line ends with the Löwdin charge.
CARTESIAN COORDINATES (ANGSTROEM)
N -1.639 1.503 -0.401  0.02
N 0.561 -0.964 1.100  -0.03
C 1.720 -0.902 1.777  -0.02
C -0.494 -1.710 0.509  0.03
C -0.159 -0.294 0.288  -0.05
C 0.129 0.527 -1.897  0.00
C -0.296 1.003 -0.419  -0.37
H 2.176 0.165 1.517  0.16
H -0.482 -2.495 -0.280  0.13
H -1.983 2.349 -0.916  0.13
H 2.346 -1.811 1.680  0.13
H 0.425 1.748 0.161  0.18
H 1.514 -0.921 2.888  0.13
H 1.237 0.512 -2.167  0.12
H -1.986 1.603 0.585  0.11
H -1.406 -2.031 1.140  0.15
H -0.411 1.236 -2.454  0.05
H -0.341 -0.505 -2.148  0.12



Entry two
# C5H11N2

An isolated ion of composition C5H11N2 and charge +1 (the ωB97M-V functional and the def2-TZVPD basis, OMol25).

Properties
HOMO-LUMO gap: 8.788 eV
HOMO level: -13.53 eV
structure (SMILES): C[C@H]1CNCC1=[NH2+]
spin multiplicity: 1
total charge: +1

Each line ends with the Löwdin charge.
CARTESIAN COORDINATES (ANGSTROEM)
N -0.343 -2.186 -1.106  0.25
N 1.872 0.374 0.243  -0.06
C -1.700 0.962 0.180  -0.06
C -0.329 0.807 -0.448  -0.21
C 0.078 -0.971 -0.576  0.06
C 0.772 1.356 0.298  -0.20
C 1.306 -0.966 0.334  -0.17
H -1.744 0.411 1.114  0.09
H -1.148 -2.508 -1.534  0.11
H 2.625 0.545 1.019  0.18
H 2.038 -1.828 0.211  0.16
H 1.078 2.236 -0.084  0.11
H 0.399 -2.808 -1.120  0.10
H -0.316 1.072 -1.475  0.13
H -2.008 2.007 0.283  0.10
H 0.436 1.383 1.294  0.12
H -2.516 0.629 -0.535  0.11
H 0.599 -1.049 1.293  0.19



entry two wins, 109.0 kJ/mol ahead of the next structure.



Entry one
# C5H11N2

An isolated ion of composition C5H11N2 and charge +1 (the ωB97M-V functional and the def2-TZVPD basis, OMol25).

Properties
HOMO-LUMO gap: 10.476 eV
HOMO level: -13.91 eV
structure (SMILES): C[C@@H]1[NH2+]C[C@]12CN2
spin multiplicity: 1
total charge: +1

Each line ends with the Löwdin charge.
CARTESIAN COORDINATES (ANGSTROEM)
N -2.035 -0.055 0.678  0.11
N 1.125 -1.218 0.256  0.13
C 1.254 1.352 -0.141  -0.02
C -0.771 -0.239 -0.009  -0.40
C 0.572 0.216 0.573  -0.18
C -1.789 0.670 -0.512  -0.09
C -0.167 -1.602 -0.445  0.02
H 0.649 0.205 1.620  0.14
H -1.452 1.707 -0.455  0.12
H -1.870 0.383 1.526  0.09
H -0.004 -1.794 -1.538  0.15
H 1.319 1.359 -1.212  0.10
H 1.869 -1.125 -0.429  0.17
H 1.315 -1.645 1.159  0.18
H -0.662 -2.492 0.049  0.16
H -2.340 0.357 -1.426  0.14
H 2.204 1.592 0.294  0.09
H 0.785 2.329 0.012  0.10



Entry two
# C5H11N2

An isolated ion of composition C5H11N2 and charge +1 (the ωB97M-V functional and the def2-TZVPD basis, OMol25).

Properties
HOMO-LUMO gap: 11.131 eV
HOMO level: -14.66 eV
structure (SMILES): CC1(C(N)=[NH2+])CC1
spin multiplicity: 1
total charge: +1

Each line ends with the Löwdin charge.
CARTESIAN COORDINATES (ANGSTROEM)
N 1.011 1.738 0.262  0.21
N 2.212 -0.165 -0.199  0.23
C 1.040 0.490 -0.072  -0.21
C -0.449 -0.221 -0.201  -0.34
C -1.428 0.269 0.839  -0.07
C -1.639 0.516 -0.611  -0.07
C -0.281 -1.767 -0.236  -0.02
H -1.185 1.154 1.402  0.10
H -1.159 -2.285 -0.102  0.05
H 0.418 -2.184 0.556  0.12
H 3.000 0.140 0.302  0.12
H -1.896 -0.523 1.429  0.13
H 0.216 2.328 0.023  0.14
H 2.304 -1.076 -0.566  0.11
H -1.512 1.486 -1.231  0.16
H 1.864 2.169 0.613  0.16
H -0.115 -2.012 -1.273  0.09
H -2.400 -0.059 -0.935  0.08



Entry three
# C5H11N2

An isolated ion of composition C5H11N2 and charge +1 (the ωB97M-V functional and the def2-TZVPD basis, OMol25).

Properties
HOMO-LUMO gap: 8.112 eV
HOMO level: -12.94 eV
structure (SMILES): C=NC(=C)CC[NH3+]
spin multiplicity: 1
total charge: +1

Each line ends with the Löwdin charge.
CARTESIAN COORDINATES (ANGSTROEM)
N 0.620 1.932 -0.191  0.11
N -0.194 -0.404 -1.058  -0.05
C -0.467 -2.123 0.621  0.11
C -0.766 -0.775 -2.172  0.09
C 0.236 1.553 1.162  -0.20
C 0.439 0.131 1.261  -0.17
C -0.079 -0.881 0.300  -0.32
H -0.010 -0.229 2.277  0.18
H -0.495 -2.334 1.728  0.10
H -0.333 -2.951 -0.066  0.08
H 0.194 0.955 -0.791  0.13
H 1.472 0.005 1.396  0.12
H 1.575 2.048 -0.292  0.12
H -0.840 1.747 1.114  0.15
H 0.756 2.138 1.838  0.12
H -1.661 -1.447 -2.037  0.10
H 0.007 -0.920 -3.002  0.13
H 0.177 2.859 -0.457  0.19



entry two wins, 104.3 kJ/mol ahead of the next structure.



Entry one
# C5H11N2

A 2-piece molecular cluster, C5H11N2 overall (the ωB97M-V functional and the def2-TZVPD basis, OMol25).

Properties
HOMO-LUMO gap: 7.952 eV
HOMO level: -12.28 eV
spin multiplicity: 1
total charge: +1

Each line ends with the Löwdin charge.
CARTESIAN COORDINATES (ANGSTROEM)
N -1.237 0.086 0.526  -0.03
N -3.149 -0.531 -0.552  0.12
C -0.121 0.723 1.051  0.00
C 1.613 -0.313 -0.044  -0.16
C -2.143 0.390 -0.383  -0.10
C 2.338 0.812 -0.629  -0.09
C 1.813 -1.584 0.122  0.01
H 3.081 0.335 -1.171  0.07
H -0.139 1.828 0.727  0.13
H 2.924 -1.930 -0.269  0.16
H 2.623 1.565 0.049  0.08
H -1.375 -0.901 0.822  0.17
H 1.770 1.475 -1.196  0.07
H -4.113 -0.243 -0.592  0.12
H 1.082 -2.259 0.546  0.05
H -3.085 -1.473 -0.141  0.13
H -2.156 1.473 -0.850  0.20
H 0.274 0.547 1.985  0.06



Entry two
# C5H11N2

An isolated ion of composition C5H11N2 and charge +1 (the ωB97M-V functional and the def2-TZVPD basis, OMol25).

Properties
HOMO-LUMO gap: 10.379 eV
HOMO level: -14.51 eV
structure (SMILES): C/C=N/C(=[NH2+])CC
spin multiplicity: 1
total charge: +1

Each line ends with the Löwdin charge.
CARTESIAN COORDINATES (ANGSTROEM)
N 1.593 -1.786 -0.271  0.27
N -0.579 -0.751 -0.311  0.15
C 0.948 -0.784 0.056  -0.28
C 1.488 1.396 -0.569  -0.05
C -2.940 -0.599 -0.047  -0.06
C 1.589 0.379 0.527  -0.20
C -1.570 -0.583 0.427  -0.22
H -3.632 0.096 0.539  0.12
H 0.995 -2.541 -0.660  0.19
H 2.601 -1.692 -0.396  0.18
H 1.867 0.947 -1.537  0.13
H 1.104 0.831 1.392  0.15
H -1.420 -0.493 1.553  0.16
H -3.102 -0.472 -1.130  0.10
H -3.410 -1.515 0.175  0.07
H 0.432 1.669 -0.554  0.09
H 1.865 2.282 -0.173  0.07
H 2.606 0.222 0.778  0.12



entry two wins, 273.7 kJ/mol ahead of the next structure.



Entry one
# H4N2O2S

A 2-piece molecular cluster, H4N2O2S overall (the ωB97M-V functional and the def2-TZVPD basis, OMol25).

Properties
HOMO-LUMO gap (spin up / spin down): 8.379 / 8.315 eV
HOMO level (spin up / spin down): -8.85 / -8.28 eV
spin multiplicity: 1

Each line ends with the Löwdin charge.
CARTESIAN COORDINATES (ANGSTROEM)
S 1.584 0.274 0.709  0.92
O 0.291 2.618 0.559  -0.14
O -1.647 -0.747 -0.263  -0.07
N 1.323 -0.848 -0.272  -0.41
N 0.644 1.480 0.041  -0.45
H -1.394 -1.515 0.260  0.03
H 0.312 1.252 -0.899  0.10
H -2.603 -0.760 -0.246  0.03
H 1.489 -1.755 0.111  -0.02



Entry two
# H4N2O2S

One molecule with the formula H4N2O2S (the ωB97M-V functional and the def2-TZVPD basis, OMol25).

Properties
HOMO-LUMO gap: 10.764 eV
HOMO level: -10.65 eV
structure (SMILES): NS(N)(=O)=O
spin multiplicity: 1

Each line ends with the Löwdin charge.
CARTESIAN COORDINATES (ANGSTROEM)
S 0.413 -0.038 0.539  0.65
O -0.348 0.058 1.952  -0.41
O 1.761 -0.565 0.587  -0.32
N -0.589 -1.003 -0.465  -0.12
N 0.222 1.511 -0.133  -0.09
H -0.153 -1.120 -1.441  0.10
H -0.738 1.689 0.089  0.05
H 0.206 1.320 -1.172  0.08
H -0.774 -1.852 0.043  0.05



entry two wins, 254.8 kJ/mol ahead of the next structure.



Entry one
# H4N2O2S

One molecule with the formula H4N2O2S (the ωB97M-V functional and the def2-TZVPD basis, OMol25).

Properties
HOMO-LUMO gap: 10.254 eV
HOMO level: -9.81 eV
structure (SMILES): N#S(N)(O)O
spin multiplicity: 1

Each line ends with the Löwdin charge.
CARTESIAN COORDINATES (ANGSTROEM)
S -1.147 0.411 0.115  0.57
O -1.086 -1.189 -0.238  -0.22
O -0.454 0.855 -1.314  -0.23
N -2.360 1.020 0.558  -0.30
N 0.264 0.498 1.033  -0.09
H 0.039 0.511 2.015  0.06
H -1.495 -1.373 -1.086  0.07
H -0.458 1.807 -1.406  0.07
H 0.865 -0.274 0.792  0.06



Entry two
# H4N2O2S

A 2-piece molecular cluster, H4N2O2S overall (the ωB97M-V functional and the def2-TZVPD basis, OMol25).

Properties
HOMO-LUMO gap: 10.026 eV
HOMO level: -10.22 eV
spin multiplicity: 1

Each line ends with the Löwdin charge.
CARTESIAN COORDINATES (ANGSTROEM)
S 1.281 -1.513 0.488  0.83
O -0.493 0.814 0.410  -0.21
O 0.286 -2.168 1.319  -0.51
N 1.339 -1.948 -0.959  -0.31
N -0.894 2.123 -0.038  -0.03
H 0.723 -2.645 -1.357  0.01
H -0.546 2.206 -0.994  0.07
H -1.327 0.355 0.590  0.08
H -0.370 2.775 0.540  0.07



entry two wins, 18.8 kJ/mol ahead of the next structure.